Entry 1:
Molecular formula: C20H28AuN11OSSi
Method: DFT, ωB97M-V with the def2-TZVPD basis set

Atoms and positions in Å:
Au (0.244, 1.658, -0.803)
N (2.336, 4.436, -0.869)
C (2.966, 3.222, -0.932)
N (4.276, 3.065, -0.984)
N (4.459, 1.734, -1.003)
N (3.334, 1.113, -0.965)
N (2.349, 2.045, -0.917)
C (0.985, 4.630, -0.946)
N (0.425, 5.823, -0.973)
N (-0.901, 5.595, -1.023)
N (-1.157, 4.340, -1.027)
N (0.031, 3.689, -0.989)
H (2.912, 5.259, -0.930)
C (-4.467, -0.112, -0.388)
Si (-2.585, -0.245, -0.390)
C (-2.186, -1.621, -1.614)
C (-2.058, -0.684, 1.372)
C (-1.852, 1.401, -0.919)
H (-4.888, -1.069, -0.071)
H (-4.862, 0.118, -1.379)
H (-4.817, 0.658, 0.303)
H (-2.585, -2.578, -1.267)
H (-1.118, -1.756, -1.786)
H (-2.652, -1.398, -2.577)
H (-1.604, -1.675, 1.433)
H (-2.913, -0.668, 2.050)
H (-1.339, 0.053, 1.743)
H (-2.221, 2.224, -0.304)
H (-2.054, 1.650, -1.962)
S (2.159, -4.716, -0.984)
C (1.673, -3.000, -0.935)
C (1.279, -2.412, 0.260)
C (0.910, -1.083, 0.254)
N (0.911, -0.358, -0.866)
C (1.309, -0.907, -2.012)
C (1.704, -2.227, -2.088)
C (0.518, -5.405, -0.763)
C (-0.250, -5.692, -1.882)
C (-1.515, -6.228, -1.687)
N (-2.027, -6.476, -0.485)
C (-1.275, -6.206, 0.578)
C (0.006, -5.676, 0.496)
H (1.261, -2.967, 1.186)
H (0.629, -0.572, 1.163)
H (1.308, -0.270, -2.886)
H (2.018, -2.650, -3.031)
H (0.136, -5.505, -2.875)
H (-2.145, -6.473, -2.535)
H (-1.717, -6.435, 1.541)
H (0.587, -5.492, 1.390)
C (0.985, 4.157, 2.648)
C (2.047, 3.171, 3.154)
C (1.693, 1.852, 2.452)
O (0.418, 2.038, 1.816)
C (-0.181, 3.243, 2.310)
H (1.332, 4.678, 1.756)
H (0.714, 4.897, 3.399)
H (1.971, 3.055, 4.235)
H (3.059, 3.493, 2.916)
H (1.622, 1.027, 3.167)
H (2.415, 1.578, 1.681)
H (-0.773, 3.016, 3.204)
H (-0.838, 3.636, 1.536)

As for the frontier orbital gap: 7.38 eV. Its HOMO energy is -8.44 eV. The calculation puts the largest force on an atom at 0.0303 Eh/bohr. The energy above the lowest of the compared OMol25 structures with the same formula, charge and spin is 16.8 kJ/mol. The value obtained for the energy is -2279.77973 a.u.

=====

Entry 2:
Molecular formula: C20H24F2NO
Method: DFT, ωB97M-V with the def2-TZVPD basis set

Atoms and positions in Å:
C (-1.995, -1.223, 0.756)
C (-0.752, -1.098, -0.134)
O (0.161, -0.291, 0.657)
C (1.385, 0.093, 0.067)
C (2.074, 0.972, 1.116)
N (1.056, 1.879, 1.681)
C (0.683, 3.038, 0.841)
C (-0.197, 3.873, 1.768)
C (0.363, 3.604, 3.178)
C (1.384, 2.475, 2.993)
C (-0.219, -2.506, -0.341)
C (-0.761, -3.314, -1.336)
C (-0.333, -4.618, -1.496)
C (0.640, -5.112, -0.644)
F (1.069, -6.373, -0.799)
C (1.175, -4.340, 0.371)
C (0.731, -3.039, 0.521)
C (-1.022, -0.380, -1.449)
C (-2.033, 0.569, -1.564)
C (-2.229, 1.263, -2.745)
C (-1.395, 1.009, -3.819)
F (-1.572, 1.688, -4.961)
C (-0.373, 0.080, -3.734)
C (-0.192, -0.605, -2.547)
H (-2.798, -1.695, 0.201)
H (-2.323, -0.251, 1.115)
H (-1.754, -1.841, 1.617)
H (1.212, 0.655, -0.861)
H (2.011, -0.775, -0.170)
H (2.454, 0.346, 1.925)
H (2.897, 1.541, 0.683)
H (0.223, 1.265, 1.759)
H (0.171, 2.720, -0.065)
H (1.594, 3.576, 0.573)
H (-0.160, 4.927, 1.505)
H (-1.236, 3.551, 1.699)
H (0.841, 4.487, 3.595)
H (-0.432, 3.309, 3.859)
H (1.339, 1.724, 3.781)
H (2.400, 2.870, 2.939)
H (-1.525, -2.923, -1.990)
H (-0.745, -5.252, -2.264)
H (1.915, -4.760, 1.033)
H (1.118, -2.441, 1.332)
H (-2.694, 0.771, -0.737)
H (-3.021, 1.989, -2.842)
H (0.263, -0.100, -4.585)
H (0.600, -1.335, -2.481)

As for the frontier orbital gap: 9.15 eV. Its HOMO energy is -11.61 eV. The calculation puts the largest force on an atom at 0.0165 Eh/bohr. The energy above the lowest of the compared OMol25 structures with the same formula, charge and spin is 0.0 kJ/mol. The value obtained for the energy is -1106.01460 a.u. The total charge is +1.